Entry from OMol25: a cluster of 2 separate species, C3H4NOP in total (ωB97M-V/def2-TZVPD).

Last column: natural (NBO) charge in e.
Cartesian coordinates (Å):
C1 -1.825 -0.227 -0.237  0.23
C2 -0.671 -2.327 -0.964  -0.11
C3 -1.024 -1.263 -0.563  -0.12
N1 -2.326 0.721 0.141  -0.28
O1 0.480 0.001 0.889  -1.10
P1 1.164 1.221 0.572  1.36
H1 1.913 1.153 -0.571  -0.10
H2 -0.054 -3.238 -1.104  0.25
H3 2.075 1.613 1.584  -0.07
H4 0.269 2.346 0.254  -0.06

The charge is 0. The total energy is -587.93546 a.u. As for the frontier orbital gap: 11.1 eV. The energy above the lowest of the compared OMol25 structures with the same formula, charge and spin comes out at 57.1 kcal/mol. The largest force on an atom is 0.0622 Eh/bohr.

=====

Entry from OMol25: the molecule C5H6O2S (ωB97M-V/def2-TZVPD).

Last column: natural (NBO) charge in e.
Cartesian coordinates (Å):
C1 0.783 0.085 -0.402  -0.01
C2 -0.263 1.118 -0.778  -0.22
C3 -0.691 1.976 0.161  -0.37
C4 0.164 -1.284 -0.575  -0.23
C5 -0.492 -1.719 0.700  0.37
H1 1.730 -0.471 1.171  0.48
H2 1.565 0.136 -1.160  0.20
H3 -0.718 1.111 -1.760  0.22
H4 -0.347 1.889 1.207  0.22
H5 -1.477 2.715 -0.059  0.21
H6 -1.458 -1.199 0.943  0.14
O1 1.280 0.328 0.895  -0.69
O2 -0.098 -2.519 1.516  -0.50
S1 0.021 -2.165 -1.857  0.18

The charge is 0. The total energy is -742.70770 a.u. As for the frontier orbital gap: 8.3 eV. The energy above the lowest of the compared OMol25 structures with the same formula, charge and spin comes out at 48.4 kcal/mol. The largest force on an atom is 0.0473 Eh/bohr.

=====

Entry from OMol25: a cluster of 2 separate species, CH3O3P in total (ωB97M-V/def2-TZVPD).

Last column: Mulliken spin population.
Cartesian coordinates (Å):
C1 -1.417 -0.015 0.017  -0.02
O1 3.586 0.170 -0.333  0.36
O2 -0.397 -0.193 0.812  0.76
O3 1.218 -0.201 -0.359  0.45
P1 2.423 0.254 0.555  0.30
H1 -1.503 -0.622 -0.982  0.04
H2 -1.628 1.094 -0.382  0.00
H3 -2.282 -0.486 0.672  0.10

The charge is 0. The total energy is -606.79500 a.u. As for the multiplicity: 3. As for the frontier orbital gap (alpha / beta): 8.6 / 5.0 eV. The energy above the lowest of the compared OMol25 structures with the same formula, charge and spin comes out at 43.5 kcal/mol. The largest force on an atom is 0.1082 Eh/bohr. Its expectation value of S² is 2.0173.

=====

Entry from OMol25: a cluster of 2 separate species, C28H43OSi in total (ωB97M-V/def2-TZVPD).

Last column: Löwdin charge in e.
Cartesian coordinates (Å):
C1 -1.882 -2.378 2.390  -0.03
C2 -0.655 -2.691 1.599  -0.39
C3 0.323 -1.746 1.407  0.03
O1 -0.467 -3.937 1.115  -0.11
Si1 -1.364 -5.371 1.184  0.43
C4 -2.733 -5.247 -0.075  -0.16
C5 -0.174 -6.744 0.756  -0.16
C6 -2.094 -5.818 2.838  -0.17
H1 -1.713 -1.415 2.897  0.09
H2 -2.761 -2.261 1.734  0.10
H3 -2.111 -3.147 3.151  0.08
H4 1.188 -2.005 0.795  0.09
H5 0.387 -1.001 2.189  0.06
H6 -3.224 -6.229 -0.153  0.05
H7 -3.488 -4.502 0.211  0.03
H8 -2.337 -4.973 -1.063  0.04
H9 -0.734 -7.687 0.709  0.04
H10 0.308 -6.577 -0.215  0.04
H11 0.613 -6.852 1.514  0.04
H12 -2.364 -6.885 2.761  0.05
H13 -1.392 -5.717 3.674  0.04
H14 -3.011 -5.264 3.075  0.03
C7 -1.796 4.156 -4.960  -0.05
C8 -1.611 3.291 -3.753  -0.26
C9 -1.605 3.857 -2.476  -0.01
C10 -1.519 3.089 -1.322  -0.20
C11 -1.581 3.839 -0.011  -0.05
C12 -1.393 1.685 -1.434  -0.11
C13 -1.366 0.783 -0.196  -0.29
C14 -2.748 0.721 0.484  -0.03
C15 -0.221 1.143 0.793  -0.14
C16 1.059 0.489 0.467  0.06
C17 2.307 1.144 0.666  -0.10
C18 3.272 1.192 -0.404  -0.17
C19 2.957 0.676 -1.773  -0.02
C20 4.499 1.803 -0.191  0.01
C21 4.827 2.414 1.025  -0.21
C22 6.177 3.035 1.214  -0.02
C23 3.844 2.463 2.020  0.02
C24 2.606 1.852 1.880  -0.16
C25 1.622 1.978 3.005  -0.02
C26 -1.357 1.099 -2.720  -0.21
C27 -1.237 -0.398 -2.905  -0.04
C28 -1.460 1.908 -3.847  -0.01
H15 -1.747 3.555 -5.874  0.08
H16 -2.767 4.670 -4.948  0.09
H17 -1.029 4.938 -5.021  0.09
H18 -1.713 4.939 -2.369  0.13
H19 -2.042 3.285 0.812  0.06
H20 -0.590 4.193 0.320  0.09
H21 -2.180 4.749 -0.164  0.09
H22 -1.169 -0.248 -0.521  0.10
H23 -3.494 0.374 -0.251  0.10
H24 -2.752 0.006 1.322  0.06
H25 -3.068 1.705 0.853  0.07
H26 -0.099 2.235 0.821  0.10
H27 -0.524 0.845 1.804  0.12
H28 1.031 -0.306 -0.282  0.10
H29 3.762 0.991 -2.452  0.09
H30 2.881 -0.421 -1.837  0.10
H31 2.015 1.106 -2.146  0.09
H32 5.216 1.843 -1.013  0.13
H33 6.257 3.463 2.212  0.08
H34 6.967 2.290 1.094  0.10
H35 6.368 3.826 0.482  0.10
H36 4.051 3.019 2.934  0.13
H37 2.139 2.344 3.904  0.10
H38 0.853 2.728 2.758  0.10
H39 1.120 1.038 3.272  0.09
H40 -1.272 -0.620 -3.978  0.08
H41 -0.292 -0.809 -2.524  0.07
H42 -2.064 -0.943 -2.433  0.09
H43 -1.452 1.430 -4.832  0.12

The charge is +1. The total energy is -1457.23172 a.u. As for the frontier orbital gap: 5.9 eV. The energy above the lowest of the compared OMol25 structures with the same formula, charge and spin comes out at 0.0 kcal/mol. The largest force on an atom is 0.0487 Eh/bohr.

=====

Entry from OMol25: the molecule S2 (ωB97M-V/def2-TZVPD).

Last column: natural (NBO) charge in e.
Cartesian coordinates (Å):
S1 0.379 0.477 0.709  0.00
S2 -0.379 -0.477 -0.709  0.00

The charge is 0. The total energy is -796.32086 a.u. As for the frontier orbital gap: 5.8 eV. The energy above the lowest of the compared OMol25 structures with the same formula, charge and spin comes out at 0.1 kcal/mol. The largest force on an atom is 0.0089 Eh/bohr.

=====

Entry from OMol25: a cluster of 12 separate species, C48H84N12 in total (ωB97M-V/def2-TZVPD).

Last column: Löwdin charge in e.
Cartesian coordinates (Å):
C1 -0.091 1.767 -4.083  -0.09
C2 0.180 2.742 -5.261  -0.21
C3 1.236 2.204 -6.292  -0.16
C4 0.872 0.906 -6.872  -0.24
N1 0.602 -0.085 -7.309  0.18
H1 -0.628 0.867 -4.413  0.06
H2 -0.695 2.224 -3.299  0.05
H3 0.841 1.408 -3.639  0.05
H4 0.567 3.688 -4.875  0.10
H5 -0.731 2.974 -5.817  0.11
H6 2.243 2.175 -5.868  0.10
H7 1.317 2.922 -7.127  0.12
C5 -5.742 -2.178 3.841  -0.08
C6 -4.281 -1.660 3.765  -0.25
C7 -4.182 -0.226 3.240  -0.18
C8 -4.793 0.758 4.157  -0.23
N2 -5.277 1.485 4.876  0.16
H8 -5.781 -3.086 4.440  0.05
H9 -6.129 -2.409 2.848  0.05
H10 -6.419 -1.435 4.269  0.08
H11 -3.716 -2.280 3.056  0.07
H12 -3.778 -1.751 4.733  0.10
H13 -4.771 -0.185 2.305  0.11
H14 -3.157 0.052 3.011  0.07
C9 -2.738 4.185 0.414  -0.08
C10 -2.684 3.265 -0.844  -0.25
C11 -3.004 3.986 -2.173  -0.19
C12 -2.011 4.963 -2.519  -0.27
N3 -1.222 5.720 -2.780  0.17
H15 -2.079 5.054 0.324  0.07
H16 -2.474 3.636 1.322  0.07
H17 -3.748 4.589 0.564  0.08
H18 -3.377 2.434 -0.658  0.10
H19 -1.686 2.803 -0.884  0.09
H20 -3.988 4.456 -2.142  0.12
H21 -3.066 3.248 -2.983  0.11
C13 1.159 -2.820 -3.549  -0.10
C14 0.213 -1.721 -4.005  -0.27
C15 -0.728 -2.148 -5.142  -0.19
C16 -1.603 -3.290 -4.825  -0.25
N4 -2.268 -4.166 -4.567  0.15
H22 1.809 -2.442 -2.755  0.06
H23 1.860 -3.155 -4.324  0.07
H24 0.611 -3.688 -3.177  0.08
H25 0.812 -0.929 -4.452  0.07
H26 -0.361 -1.367 -3.156  0.07
H27 -0.139 -2.441 -6.019  0.11
H28 -1.374 -1.319 -5.442  0.11
C17 -2.926 -1.252 -1.954  -0.12
C18 -4.145 -0.903 -1.196  -0.27
C19 -4.857 -2.157 -0.662  -0.16
C20 -6.151 -1.802 -0.068  -0.26
N5 -7.116 -1.501 0.382  0.16
H29 -2.551 -0.373 -2.497  0.07
H30 -3.054 -2.018 -2.725  0.07
H31 -2.140 -1.589 -1.274  0.07
H32 -4.850 -0.350 -1.825  0.12
H33 -3.900 -0.244 -0.358  0.09
H34 -4.268 -2.648 0.121  0.12
H35 -5.048 -2.861 -1.475  0.13
C21 2.784 -2.188 3.803  -0.10
C22 1.313 -1.767 3.777  -0.27
C23 0.669 -1.782 5.155  -0.19
C24 1.257 -0.775 6.032  -0.22
N6 1.703 0.049 6.721  0.17
H36 2.912 -3.107 4.380  0.08
H37 3.410 -1.395 4.200  0.07
H38 3.126 -2.424 2.791  0.07
H39 0.737 -2.388 3.094  0.08
H40 1.248 -0.751 3.360  0.10
H41 0.807 -2.764 5.612  0.12
H42 -0.402 -1.578 5.078  0.10
C25 4.701 -0.178 0.162  -0.11
C26 4.764 0.870 1.237  -0.27
C27 6.112 1.574 1.359  -0.18
C28 6.625 2.042 0.071  -0.24
N7 7.007 2.425 -0.920  0.17
H43 5.397 -1.004 0.309  0.08
H44 4.965 0.269 -0.808  0.05
H45 3.683 -0.552 0.073  0.06
H46 4.551 0.440 2.218  0.10
H47 4.017 1.635 1.032  0.08
H48 6.846 0.926 1.835  0.12
H49 5.951 2.444 1.998  0.12
C29 5.750 0.659 -5.894  -0.10
C30 4.753 -0.222 -6.601  -0.26
C31 4.092 -1.222 -5.681  -0.17
C32 3.674 -0.606 -4.408  -0.21
N8 3.392 -0.088 -3.422  0.20
H50 6.278 1.289 -6.608  0.08
H51 6.495 0.059 -5.363  0.09
H52 5.265 1.302 -5.155  0.05
H53 5.259 -0.793 -7.378  0.12
H54 3.987 0.380 -7.081  0.10
H55 4.767 -2.036 -5.418  0.13
H56 3.175 -1.609 -6.140  0.11
C33 -1.796 -4.957 3.492  -0.12
C34 -3.278 -5.224 3.603  -0.27
C35 -3.808 -5.220 5.021  -0.20
C36 -2.930 -5.896 5.993  -0.22
N9 -2.226 -6.439 6.780  0.13
H57 -1.427 -5.181 2.495  0.07
H58 -1.235 -5.601 4.181  0.07
H59 -1.535 -3.926 3.743  0.05
H60 -3.463 -6.197 3.131  0.12
H61 -3.821 -4.514 2.976  0.09
H62 -4.824 -5.611 5.088  0.12
H63 -3.897 -4.177 5.388  0.11
C37 -3.109 0.554 7.368  -0.11
C38 -1.679 0.850 7.755  -0.25
C39 -0.982 1.865 6.836  -0.18
C40 -1.060 1.519 5.420  -0.22
N10 -1.108 1.273 4.311  0.19
H64 -3.126 -0.064 6.466  0.05
H65 -3.703 1.446 7.207  0.07
H66 -3.567 -0.057 8.149  0.08
H67 -1.091 -0.074 7.731  0.10
H68 -1.620 1.231 8.776  0.11
H69 0.069 2.003 7.082  0.10
H70 -1.448 2.866 6.888  0.13
C41 0.410 0.105 -1.036  -0.11
C42 0.264 0.779 0.296  -0.23
C43 -1.065 0.471 1.009  -0.19
C44 -1.249 -0.927 1.347  -0.24
N11 -1.386 -2.007 1.674  0.20
H71 0.206 -0.957 -0.911  0.07
H72 1.393 0.284 -1.456  0.06
H73 -0.336 0.507 -1.737  0.05
H74 0.418 1.854 0.273  0.11
H75 1.045 0.366 0.954  0.11
H76 -1.949 0.863 0.497  0.09
H77 -1.049 0.982 1.985  0.07
C45 5.533 4.841 -3.448  -0.10
C46 4.195 4.145 -3.610  -0.26
C47 3.976 3.068 -2.552  -0.22
C48 3.879 3.596 -1.184  -0.23
N12 3.777 4.008 -0.107  0.16
H78 5.567 5.393 -2.511  0.08
H79 5.726 5.526 -4.279  0.07
H80 6.354 4.118 -3.454  0.07
H81 4.125 3.632 -4.578  0.09
H82 3.376 4.864 -3.577  0.11
H83 4.767 2.317 -2.581  0.09
H84 3.022 2.540 -2.698  0.09

The charge is 0. The total energy is -2536.37122 a.u. As for the frontier orbital gap: 11.6 eV. The energy above the lowest of the compared OMol25 structures with the same formula, charge and spin comes out at 8.4 kcal/mol. The largest force on an atom is 0.1165 Eh/bohr.